(1)
The following is a DFT calculation (wB97M-V/def2-TZVPD) of a 2-piece molecular cluster, C24H37N4O overall at a distorted geometry.

XYZ file:
```
66
Properties=species:S:1:pos:R:3
O -2.81508 1.51786 0.49400
N 0.28144 0.25968 3.10502
N -1.15848 1.60770 -2.68799
N -2.86903 0.29986 -2.28934
N -1.46686 -2.18779 3.46123
C 1.42159 1.12696 3.08950
C -0.08662 2.57695 -2.62900
C -3.47529 -1.34293 -0.54598
C -2.61673 0.27432 -3.64621
C -0.54621 2.01566 0.24320
C -0.55251 2.88112 1.28573
C 0.41357 3.97839 1.42389
C -2.62432 -1.44324 3.02088
C -1.55668 1.06556 -3.89501
C 0.56672 -0.88680 3.93306
C -1.82004 1.51423 -0.27651
C -4.02554 -0.45103 -1.64798
C 2.27376 6.08129 1.77806
C -1.93815 1.09648 -1.68602
C -1.65765 -3.62049 3.54001
C 1.75982 3.83443 1.01791
C -5.03146 0.55893 -1.11099
C 2.20568 0.81858 4.37708
C 0.93262 6.26444 2.14071
C 0.02019 5.22523 1.97481
C 2.68560 4.86656 1.22225
C -4.71872 -1.30973 -2.69441
C -0.67692 -1.58441 4.50567
C 1.44417 -0.33714 5.05416
H -3.10762 -1.98597 2.19251
H 3.21805 0.50255 4.11187
H -5.17188 -0.70042 -3.48684
H 2.06789 2.91262 0.52132
H 3.72764 4.72140 0.92040
H -2.06760 -3.98574 2.58501
H 0.85039 2.14180 -2.25706
H 0.60447 7.23395 2.53426
H 1.08594 2.16215 3.03861
H -3.21244 -0.29558 -4.33935
H -5.53722 -1.87579 -2.22639
H 2.24095 1.69908 5.02287
H -0.31907 -2.38769 5.18304
H 0.37769 1.66132 -0.21019
H -4.28445 -1.95143 -0.11402
H 0.10109 2.94895 -3.64736
H -2.71327 -2.02524 -0.94619
H -4.59118 1.14955 -0.30248
H -5.91573 0.03407 -0.72149
H 2.09100 -1.10902 5.47812
H -2.35341 -3.92615 4.35078
H -4.03871 -2.04386 -3.14476
H 0.78317 0.06775 5.83639
H -3.04013 -0.73894 0.25547
H -5.36386 1.22418 -1.91886
H -1.27716 -0.83910 5.07228
H 3.00636 6.87040 1.96256
H 2.07340 0.98243 2.20850
H -1.09848 1.30408 -4.83740
H 1.10311 -1.67735 3.36956
H -0.36010 3.42702 -1.99830
H -0.18961 0.09286 2.21429
H -1.03445 5.37628 2.21270
H -2.32666 -0.44561 2.66836
H -0.68485 -4.10227 3.72436
H -3.37218 -1.30713 3.82849
H -1.41859 2.92904 1.96432
```

## Properties
charge: +1
orbital gap: 5.429 eV
E_HOMO: -9.78 eV
F_max: 0.0840 hartree/bohr
LUMO level: -4.4 eV

(2)
The following is a DFT calculation (wB97M-V/def2-TZVPD) of one molecule with the formula C3H6N2OSi at a distorted geometry.

XYZ file:
```
13
Properties=species:S:1:pos:R:3
Si -1.51995 -0.96232 -1.21344
O 2.10240 0.48621 -1.54159
N -0.04569 -0.08545 -0.39678
N 1.31764 0.43174 -0.53209
C -0.28354 0.09695 0.93776
C 0.66724 0.65440 1.67572
C 1.68210 0.86302 0.66720
H -2.71168 0.07721 -1.49337
H 2.58948 1.53657 0.71595
H 0.73873 0.83237 2.77536
H -1.28773 -1.52659 -2.48795
H -1.21354 -0.30695 1.25762
H -2.03546 -2.09715 -0.36439
```

## Properties
orbital gap: 8.434 eV
E_HOMO: -8.00 eV
F_max: 0.0517 hartree/bohr
LUMO level: 0.4 eV

(3)
The following is a DFT calculation (wB97M-V/def2-TZVPD) of C16H20N3O4RuS3 as an isolated structure at a distorted geometry.

XYZ file:
```
47
Properties=species:S:1:pos:R:3
Ru -0.12707 -0.60480 -0.07239
S 2.46388 -0.94762 -0.71545
S 0.74179 1.96265 -0.43175
S 2.91367 1.44531 2.42227
O -0.83891 -0.27375 -2.39093
O -2.53249 0.34758 -3.71375
O -0.84531 -0.16091 1.90118
O -2.05565 1.23863 3.16041
N -0.15026 -2.79954 -0.24146
N -0.49662 -3.83050 0.54036
N -2.10777 0.52592 -0.23544
C -1.81070 0.67489 2.13015
C 2.58664 -0.31270 2.05349
C 0.88662 2.92165 1.11940
C -0.37077 -4.99473 -0.11066
C -4.46153 1.92883 -0.30485
C -2.70669 0.75442 -1.40637
C -2.63919 0.97074 0.88477
C 0.20099 -3.32147 -1.42033
C 2.50610 1.84952 -0.89206
C -1.94287 0.22241 -2.56012
C 0.07799 -4.70771 -1.38553
C -3.82929 1.68574 0.90378
C 1.24093 2.15739 2.39363
C 2.82301 0.58225 -1.63496
C -3.89095 1.46153 -1.48717
C 3.39684 -0.83481 0.86045
H 1.52010 -0.45037 1.87932
H -5.39570 2.47352 -0.33170
H 3.07803 1.93615 0.02787
H 2.72594 2.70941 -1.52821
H 0.52267 -2.68580 -2.22912
H -4.21952 2.03685 1.84910
H 1.61028 3.70973 0.90931
H -2.00098 0.02064 -4.45596
H 3.70610 -1.86502 1.03895
H 3.87858 0.56032 -1.90935
H -0.59845 -5.93652 0.35993
H 4.29292 -0.24213 0.67732
H 2.22494 0.48094 -2.54254
H -0.09108 3.38900 1.25272
H -4.34339 1.64074 -2.45205
H 0.53107 1.36447 2.60681
H -0.81204 -3.68472 1.48599
H 0.28713 -5.39983 -2.18135
H 2.84637 -0.86515 2.95515
H 1.20466 2.86686 3.22113
```

## Properties
charge: +2
orbital gap (spin up / spin down): 5.865 / 5.832 eV
multiplicity: 2
E_HOMO (spin up / spin down): -14.30 / -14.30 eV
expectation value of S²: 0.77
F_max: 0.0551 hartree/bohr
LUMO level (spin up / spin down): -8.4 / -8.5 eV

(4)
The following is a DFT calculation (wB97M-V/def2-TZVPD) of C12H21F2I4N4O7PS as an isolated structure at a distorted geometry.

XYZ file:
```
52
Properties=species:S:1:pos:R:3
I -3.19088 -1.73176 -1.45147
I 2.02286 3.44702 1.77243
I 1.45043 -2.92111 -0.30279
I -0.69719 -1.49422 -4.42339
S -1.43309 -0.47155 2.17701
P 2.12179 0.11821 1.82418
F 3.94132 -1.21891 -2.67929
F -0.60041 2.42089 2.25244
O 2.38290 -1.39661 2.08931
O -1.15327 3.04181 0.26323
O -0.32746 -1.34519 2.38081
O 1.55116 -0.91453 -2.63053
O 1.37688 0.68193 2.93709
O -1.76900 0.42441 3.21776
O 3.58237 0.70140 1.70440
N 3.46776 -0.50255 -0.81967
N -0.11066 -0.07418 -0.33328
N 0.98525 2.83793 -0.86538
N -2.87084 1.52887 -1.05017
C -2.59974 1.03137 0.29432
C 0.97757 2.10148 0.33632
C -1.12792 0.57638 0.65679
C 2.58591 0.61899 -0.80011
C -0.19412 -1.65423 -0.43461
C -2.82034 -1.55357 2.00958
C -1.32310 -3.83998 -0.82395
C -0.49260 2.03546 0.96839
C 0.41617 -0.66658 -2.75086
C 1.32534 0.58291 0.16672
C -0.28515 0.31389 -1.80482
C -1.28715 -2.34913 -0.77032
H -3.76639 -1.06673 1.83698
H 3.76568 1.07416 2.58315
H 2.32033 0.87606 -1.81606
H 3.13232 1.49386 -0.46640
H 4.35875 -0.22475 -0.43157
H -2.85266 1.75929 1.04844
H -1.03940 -4.26621 0.12980
H -1.31104 0.44924 -2.08666
H 3.21523 -1.68573 1.68570
H 1.56796 2.44617 -1.58780
H -3.33194 0.27645 0.51710
H -2.32263 -4.18630 -1.04426
H -2.62646 -2.37382 1.34302
H -2.82657 -1.94702 3.01948
H 1.24446 3.80358 -0.74379
H 0.15651 1.27436 -2.00953
H -1.76701 3.44588 0.89013
H 3.66967 -0.76666 -1.89083
H -0.68106 -4.21483 -1.61015
H -3.63729 1.01234 -1.45928
H -3.17326 2.49183 -1.01764
```

## Properties
orbital gap: 5.930 eV
E_HOMO: -6.80 eV
F_max: 0.1856 hartree/bohr
LUMO level: -0.9 eV

Question: What is the formula in the fourth record?
Answer: C12H21F2I4N4O7PS